Record 1
The following is a DFT calculation (ωB97M-V/def2-TZVPD) of a structure of composition C31H23N4O10P2V in a non-equilibrium geometry.

Cartesian coordinates (Å):
V: 0.7570 -0.4972 0.9664
P: -0.9201 1.0103 0.0109
P: -1.1195 -1.7063 0.2031
O: 6.9745 3.4709 0.2511
O: 2.3812 -3.7471 1.6856
O: 4.2582 1.1326 -3.0558
O: 2.2552 0.6089 -2.4700
O: 0.8679 0.5567 2.2021
O: 6.4688 3.2761 2.3382
O: 0.8537 -2.2886 1.3053
O: 2.8632 -1.6572 1.6977
O: 2.4131 0.8511 3.7546
O: 1.7887 0.1070 -0.1269
N: 2.1237 -2.6062 1.5903
N: 6.2883 3.1148 1.1647
N: 3.3887 0.9943 -2.2477
N: -1.9450 -0.2908 -0.3312
C: 4.8306 2.0496 -0.5303
C: -3.5406 -2.8033 0.7026
C: -3.1973 3.5904 2.9985
C: -1.7635 2.0747 1.1857
C: 0.1557 2.9996 -1.5688
C: -4.4272 -3.6597 1.3278
C: 4.1513 2.0416 1.8021
C: 0.3823 3.6368 -2.7740
C: -0.2200 -4.0151 -3.6339
C: -2.1944 3.3523 0.8265
C: -0.0787 3.0738 -3.9577
C: -1.1445 -3.9701 -1.4136
C: -4.0247 -4.3761 2.4478
C: -0.7878 1.8816 -3.9388
C: 0.0051 -2.0281 -2.2987
C: -0.5770 1.8101 -1.5523
C: 2.7941 0.8981 0.1432
C: -2.7556 2.3216 3.3584
C: 3.0222 1.2960 1.4861
C: 0.2400 -2.7135 -3.4767
C: -1.0485 1.2480 -2.7392
C: -2.7421 -4.2339 2.9558
C: -0.7178 -2.6479 -1.2753
C: -1.8436 -3.3766 2.3428
C: 5.0495 2.3835 0.7986
C: -2.9230 4.0981 1.7372
C: 2.1031 0.8806 2.6073
C: -0.8999 -4.6410 -2.5995
C: 3.6931 1.3279 -0.8558
C: -2.0439 1.5568 2.4540
C: -2.2469 -2.6666 1.2162
H: -1.1372 1.4408 -4.8596
H: 0.3727 -1.0136 -2.1730
H: -2.9554 -0.1645 -0.3097
H: -2.9630 1.9370 4.3453
H: 4.3629 2.3195 2.8296
H: -3.2719 5.0814 1.4622
H: -3.7513 4.1860 3.7079
H: -2.4371 -4.7971 3.8241
H: -0.8369 -3.2713 2.7211
H: 0.5247 3.4190 -0.6402
H: -1.6242 0.3344 -2.7208
H: -1.6923 0.5611 2.7224
H: -5.4270 -3.7768 0.9373
H: 5.5404 2.3496 -1.2943
H: 0.9193 4.5724 -2.7946
H: 0.1123 3.5707 -4.8965
H: -0.0414 -4.5448 -4.5575
H: -1.6713 -4.4645 -0.6104
H: -3.8276 -2.2699 -0.1942
H: -1.9712 3.7518 -0.1514
H: -4.7132 -5.0550 2.9237
H: -1.2420 -5.6571 -2.7142
H: 0.7835 -2.2269 -4.2712

Values from the calculation:
molecular weight = 724.435 g/mol
electronic energy = -3792.39915 Ha
charge = +2
energy relative to the best compared isomer or geometry (same formula, charge and spin) = 125.0 kJ/mol
2S+1 = 1
HOMO-LUMO gap = 6.58 eV
LUMO energy = -0.31414 Ha
HOMO level = -0.556 hartree


Record 2
The following is a DFT calculation (ωB97M-V/def2-TZVPD) of a structure of composition C31H24BrF3N2O6RhSSb in a non-equilibrium geometry.

Cartesian coordinates (Å):
Sb: -0.1499 -0.8993 -0.1829
Rh: -0.5677 1.7081 -0.2765
Br: -2.7926 0.4283 -2.8289
S: -3.7603 2.4490 -0.2359
F: -3.7757 -3.5431 4.1236
F: -1.8388 -3.9288 -5.3496
F: 5.3454 -3.6241 0.9042
O: -0.2852 1.6957 2.0253
O: 3.4127 2.8284 0.1946
O: 1.6145 1.5286 -0.1522
O: -4.8527 1.4828 -0.2839
O: 0.8219 5.6913 0.6488
O: -0.0748 3.8388 -0.2269
N: -2.4372 1.9020 0.2182
N: -0.4511 1.8951 -2.5128
C: 0.9407 2.6936 -4.2698
C: -2.2022 -3.5140 -3.0680
C: -1.8041 -2.8804 -1.9014
C: 4.1691 -3.0167 0.6911
C: -0.2790 2.7557 4.0645
C: 0.6222 2.5765 -2.9320
C: -2.9896 -1.6075 3.0574
C: 0.1198 2.0881 -5.2097
C: -2.9862 -2.9817 3.1959
C: 0.4952 4.5189 0.6959
C: 1.0426 1.4655 2.5394
C: 0.8345 1.6729 4.0502
C: 1.8334 2.6483 1.9746
C: 4.0181 -2.2265 -0.4328
C: -1.3635 -1.8407 1.2960
C: 1.9324 -2.5758 1.3781
C: -1.4512 -3.3291 -4.2127
C: 2.7959 -1.6150 -0.6524
C: -0.6637 -2.0864 -1.8883
C: 1.7427 -1.8075 0.2366
C: -1.0031 1.3992 -4.7821
C: 2.3517 2.3371 0.5243
C: -0.4540 3.0241 2.5632
C: -2.1701 -1.0363 2.0954
C: -2.1973 -3.8039 2.4114
C: -1.2471 1.3333 -3.4211
C: 0.7795 3.7779 2.0478
C: 3.1518 -3.1934 1.6088
C: -1.3810 -3.2246 1.4544
C: 0.0653 -1.9063 -3.0604
C: -0.3211 -2.5341 -4.2338
H: 1.7509 1.9968 4.5384
H: -2.3922 -2.9964 -1.0001
H: 0.9440 -1.2708 -3.0632
H: 1.2301 3.0297 -2.1585
H: -3.0964 -4.1212 -3.1021
H: 1.1269 -2.7008 2.0903
H: 4.8498 -2.0930 -1.1106
H: -1.4141 3.4346 2.2638
H: -1.2051 2.3609 4.4831
H: -1.6853 0.9266 -5.4719
H: -2.1670 0.0379 1.9597
H: 0.2279 -2.4001 -5.1561
H: 0.3453 2.1527 -6.2656
H: 0.5000 0.7480 4.5201
H: 1.3999 0.4792 2.2474
H: 1.8160 3.2487 -4.5721
H: 3.3202 -3.8032 2.4858
H: 1.0832 4.5755 2.7206
H: -0.7584 -3.8504 0.8254
H: -3.6310 -1.0056 3.6864
H: 2.7341 2.8806 2.5376
H: 2.6719 -0.9700 -1.5127
H: -2.2330 -4.8756 2.5517
H: -0.0081 3.6518 4.6171

Values from the calculation:
molecular weight = 914.172 g/mol
electronic energy = -5379.20687 Ha
charge = 0
energy relative to the best compared isomer or geometry (same formula, charge and spin) = 89.5 kJ/mol
2S+1 = 1
HOMO-LUMO gap (spin up / spin down) = 6.87 / 6.87 eV
LUMO energy (spin up / spin down) = -0.06286 / -0.06282 Ha
HOMO level (spin up / spin down) = -0.315 / -0.315 hartree


Record 3
The following is a DFT calculation (ωB97M-V/def2-TZVPD) of a structure of composition C31H24CoN7S3 in a non-equilibrium geometry.

Cartesian coordinates (Å):
Co: -0.1373 -0.0787 0.0079
S: -2.8501 2.4525 -0.3253
S: 0.1627 4.2594 -3.5284
S: 1.2947 0.5205 4.2761
N: 3.1477 2.2737 -0.6860
N: 0.2265 -0.1963 1.9797
N: 0.7257 2.1185 2.1698
N: -1.9854 -0.4826 0.2620
N: 1.6072 0.7680 -0.2594
N: -0.4600 2.9386 -1.4167
N: -0.6194 0.1143 -1.8437
C: -1.0143 3.6292 -2.4699
C: -4.0216 -1.0555 1.3746
C: -1.2014 2.4859 -0.3441
C: -2.6908 -0.4571 -0.9057
C: 1.4026 3.4999 -2.6287
C: -4.7326 -1.0496 0.1856
C: -0.1993 -3.6077 3.4476
C: -2.5526 -0.1314 -3.3227
C: 3.1556 -0.8504 0.9475
C: 0.2443 -1.3192 2.8054
C: -0.3932 0.3667 -4.2173
C: 4.4698 -1.0084 1.3343
C: 0.4253 -3.4201 4.6733
C: 0.6896 0.9191 2.6376
C: 0.3718 -1.9203 -0.6019
C: -1.9480 -0.1450 -2.0566
C: -3.9623 -0.4228 -3.3985
C: 2.8196 0.3131 0.2533
C: 5.4500 -0.0414 1.0511
C: -0.3019 -2.5745 2.5215
C: 1.8368 1.9370 -0.7918
C: -4.0617 -0.7468 -0.9933
C: 3.8028 1.2650 -0.0103
C: -4.6791 -0.7080 -2.2933
C: 0.1348 0.3085 -2.9410
C: -2.6646 -0.7710 1.3723
C: 0.8218 -1.1407 4.0729
C: -1.7529 0.1624 -4.4225
C: 5.1311 1.1163 0.3714
C: 0.9287 -2.1646 4.9972
C: 0.9413 2.8102 -1.5689
H: 1.0994 2.7830 2.8364
H: -2.1861 0.2148 -5.4145
H: 5.8737 1.8774 0.1592
H: -2.0597 3.8835 -2.4880
H: -4.4348 -0.4133 -4.3742
H: 0.7136 -2.5438 0.2186
H: 1.3919 -1.9831 5.9614
H: -4.5060 -1.2744 2.3162
H: -5.7397 -0.9208 -2.3628
H: 2.4131 3.5042 -3.0102
H: 6.4698 -0.2017 1.3782
H: 4.7520 -1.9022 1.8784
H: -2.1107 -0.7629 2.2991
H: -0.8318 -2.7380 1.5954
H: 2.4138 -1.5965 1.1924
H: 3.5359 3.1646 -0.9356
H: -0.6011 2.2812 0.5353
H: 0.4988 -4.2349 5.3830
H: 1.1807 -1.8346 -1.3363
H: 1.2007 0.4037 -2.7886
H: -5.7956 -1.2648 0.1650
H: -0.4879 -2.4019 -1.0794
H: 0.2717 0.5694 -5.0474
H: -0.6238 -4.5751 3.2033

Values from the calculation:
molecular weight = 649.716 g/mol
electronic energy = -4156.34057 Ha
charge = 0
2S+1 = 1
HOMO-LUMO gap (spin up / spin down) = 4.50 / 4.52 eV
LUMO energy (spin up / spin down) = -0.02230 / -0.02235 Ha
HOMO level (spin up / spin down) = -0.188 / -0.189 hartree


Record 4
The following is a DFT calculation (ωB97M-V/def2-TZVPD) of a structure of composition C31H24F4N9O2RbSe.

Cartesian coordinates (Å):
Rb: 0.5093 1.4887 0.0823
Se: 2.9524 -1.7043 1.0637
F: -0.0274 9.7288 1.4068
F: 0.8968 4.5824 -0.0337
F: 1.9419 6.4839 -1.4846
F: -1.0313 7.7839 2.8576
O: 0.9702 1.1093 -2.6837
O: 4.1299 -0.8338 -0.0815
N: 5.5949 -1.3650 4.9030
N: -1.9489 0.5017 -1.3051
N: 2.2723 -0.0587 -1.1856
N: 2.9502 8.8315 -3.0668
N: 1.3737 11.7842 -0.4087
N: 0.6288 2.8211 2.5829
N: -4.5083 3.5245 0.9698
N: -3.0585 4.9897 3.1884
N: -2.7783 -0.5585 1.6103
C: 5.1336 1.8901 -4.3229
C: 2.3471 9.0109 -2.1019
C: -3.2811 2.5547 -1.0585
C: -0.2890 7.4564 1.7791
C: 3.7638 1.7657 -4.0714
C: -2.7940 1.8551 1.3400
C: 5.0466 -0.5423 2.7143
C: -3.6206 0.5740 1.2087
C: -0.1067 6.1067 1.4810
C: 3.5537 -0.1909 -1.0618
C: 3.9193 -2.4638 3.5881
C: 4.3494 0.4553 -2.1353
C: 0.2401 8.4698 1.0140
C: 5.7659 -0.5105 3.9006
C: -0.6860 5.0149 2.2853
C: 6.0787 1.2996 -3.4942
C: 4.6828 -2.3148 4.7358
C: -3.3211 1.0375 -1.2979
C: -1.9406 5.0145 2.7390
C: 0.0470 3.8140 2.5199
C: 1.2051 6.8712 -0.4207
C: 1.5938 9.2772 -0.9301
C: -3.2518 2.9855 0.4309
C: -4.1523 0.3638 -0.2136
C: 2.0625 0.7231 -2.3553
C: 4.1052 -1.5451 2.5656
C: 1.4549 10.6542 -0.6158
C: 0.6550 5.8746 0.3437
C: 1.0315 8.2468 -0.1407
C: 3.4004 1.0279 -2.9716
C: 5.6988 0.5649 -2.3668
H: -4.2556 -0.7065 -0.4102
H: 5.2265 0.1953 1.9477
H: -1.4714 0.7552 -2.1670
H: -2.4102 2.9635 -1.5801
H: -2.8125 2.1989 2.3773
H: -4.8889 4.2234 0.3391
H: 3.0262 2.2396 -4.7019
H: -1.7663 1.6083 1.1110
H: -4.1481 3.0187 -1.5348
H: 6.4319 0.1155 -1.7148
H: 3.2197 -3.2849 3.5100
H: -4.4897 0.6592 1.8788
H: -5.1627 0.7744 -0.2860
H: -3.8029 4.5754 2.5990
H: -2.4381 -0.4093 2.5560
H: 5.4643 2.4643 -5.1757
H: -5.2141 2.8016 1.0556
H: 4.5558 -3.0085 5.5572
H: -1.9710 -0.5129 -1.2613
H: -3.3426 -1.4014 1.6514
H: -2.5326 3.8054 0.5226
H: 6.5154 0.2562 4.0478
H: -3.8103 0.8513 -2.2640
H: 7.1278 1.4197 -3.7197

Values from the calculation:
molecular weight = 795.014 g/mol
electronic energy = -4663.89619 Ha
charge = 0
energy relative to the best compared isomer or geometry (same formula, charge and spin) = 35.4 kJ/mol
2S+1 = 1
HOMO-LUMO gap = 4.12 eV
LUMO energy = -0.06773 Ha
HOMO level = -0.219 hartree